{
  "formula": "C35H33F5N8STi",
  "method": "wB97M-V/def2-TZVPD",
  "elements": ["Ti", "C", "C", "C", "C", "N", "C", "N", "C", "N", "C", "N", "C", "C", "C", "C", "C", "N", "C", "C", "C", "C", "C", "C", "H", "H", "H", "H", "H", "H", "H", "H", "H", "H", "H", "H", "N", "C", "C", "C", "N", "H", "H", "H", "H", "H", "H", "H", "H", "H", "H", "N", "C", "C", "C", "C", "C", "C", "H", "H", "H", "H", "H", "C", "S", "C", "H", "H", "H", "H", "H", "H", "F", "C", "C", "C", "F", "C", "F", "C", "F", "C", "F"],
  "xyz": [[-0.229, -0.048, 0.176], [0.120, 3.442, -2.695], [1.499, 3.431, -2.973], [2.340, 2.752, -2.144], [1.844, 2.089, -0.977], [0.492, 2.034, -0.776], [-0.305, 2.701, -1.619], [2.754, 1.611, -0.128], [2.475, 1.151, 1.100], [1.293, 0.684, 1.614], [1.432, 0.586, 2.977], [0.511, 0.403, 3.929], [-0.727, -0.070, 3.735], [-1.606, -0.024, 4.862], [-2.837, -0.614, 4.810], [-3.221, -1.278, 3.636], [-2.338, -1.243, 2.577], [-1.154, -0.626, 2.572], [2.794, 0.897, 3.338], [3.460, 0.940, 4.562], [4.795, 1.295, 4.570], [5.466, 1.621, 3.372], [4.805, 1.600, 2.159], [3.462, 1.225, 2.146], [-0.594, 3.949, -3.331], [1.891, 3.953, -3.840], [3.408, 2.717, -2.312], [-1.366, 2.600, -1.425], [-1.240, 0.468, 5.753], [-3.495, -0.586, 5.672], [-4.163, -1.803, 3.548], [-2.591, -1.758, 1.656], [2.929, 0.695, 5.475], [5.340, 1.325, 5.507], [6.515, 1.894, 3.410], [5.303, 1.861, 1.233], [-1.103, 2.322, 1.727], [-2.410, 2.919, 1.887], [-3.321, 2.570, 0.715], [-3.546, 1.070, 0.537], [-2.487, 0.342, -0.176], [-0.575, 2.261, 2.587], [-0.531, 2.753, 1.013], [-2.393, 4.015, 2.012], [-2.858, 2.507, 2.797], [-2.938, 3.012, -0.209], [-4.297, 3.035, 0.891], [-4.505, 0.924, 0.023], [-3.647, 0.620, 1.526], [-2.548, 0.497, -1.181], [-2.649, -0.656, -0.058], [0.186, -0.692, -1.468], [1.011, -1.497, -2.163], [0.535, -2.363, -3.188], [1.381, -3.202, -3.892], [2.748, -3.235, -3.630], [3.241, -2.400, -2.628], [2.411, -1.554, -1.916], [-0.531, -2.360, -3.390], [0.963, -3.854, -4.655], [3.406, -3.901, -4.176], [4.301, -2.413, -2.392], [2.813, -0.903, -1.148], [-0.482, 0.633, -4.446], [-2.061, 0.172, -3.723], [-3.160, 0.749, -5.037], [-0.266, 0.017, -5.319], [0.256, 0.442, -3.667], [-0.470, 1.692, -4.701], [-3.082, 1.829, -5.181], [-4.180, 0.505, -4.740], [-2.942, 0.245, -5.981], [-2.685, -2.624, -0.826], [-1.552, -3.240, -0.328], [-0.619, -2.506, 0.356], [0.439, -3.249, 0.835], [1.427, -2.647, 1.550], [0.587, -4.610, 0.633], [1.647, -5.301, 1.108], [-0.385, -5.293, -0.074], [-0.273, -6.624, -0.283], [-1.476, -4.601, -0.560], [-2.436, -5.278, -1.237]],
  "relative_energy_kcal_mol": 8.2,
  "multiplicity": 3,
  "e_homo_ev": [-0.002, -0.875],
  "charge": -2,
  "lumo_energy_ev": [3.96, 3.96],
  "orbital_gap_ev": [4.0, 4.8]
}

{
  "formula": "C35H33FNO22PS",
  "method": "wB97M-V/def2-TZVPD",
  "elements": ["C", "C", "C", "N", "C", "P", "O", "O", "O", "S", "O", "O", "F", "O", "C", "C", "C", "C", "C", "C", "C", "H", "H", "H", "H", "H", "H", "H", "H", "H", "H", "H", "H", "H", "H", "H", "H", "H", "O", "C", "C", "C", "O", "C", "O", "C", "C", "O", "H", "H", "H", "H", "O", "C", "C", "C", "O", "C", "O", "C", "C", "O", "H", "H", "H", "H", "O", "C", "C", "C", "O", "C", "O", "C", "C", "O", "H", "H", "H", "H", "O", "C", "C", "C", "O", "C", "O", "C", "C", "O", "H", "H", "H", "H"],
  "xyz": [[0.457, -0.831, 0.246], [-0.280, 0.306, -0.736], [0.926, 1.019, -1.611], [1.347, 2.380, -1.105], [1.998, 2.329, 0.259], [3.715, 1.484, 0.094], [4.806, 2.122, 1.069], [4.324, 1.781, -1.547], [3.705, -0.237, 0.360], [0.076, 3.573, -1.211], [-1.027, 3.271, -2.252], [0.658, 5.019, -1.458], [-0.739, 3.692, 0.331], [-1.212, -0.288, -1.708], [-2.348, -0.959, -1.059], [-3.362, 0.148, -0.335], [-3.632, 0.024, 1.277], [-4.614, 1.190, 1.950], [-5.235, 2.396, 0.990], [-4.937, 2.449, -0.650], [-3.974, 1.310, -1.335], [0.983, -1.679, -0.366], [1.175, -0.268, 1.003], [-0.401, -1.299, 0.931], [-0.755, 1.084, -0.002], [0.472, 1.179, -2.704], [1.802, 0.238, -1.684], [1.324, 1.904, 1.118], [2.226, 3.462, 0.559], [5.332, 1.726, -1.511], [3.452, -0.719, -0.504], [-2.066, -1.856, -0.363], [-3.001, -1.428, -1.942], [-3.131, -0.845, 1.921], [-4.802, 1.131, 3.104], [-5.900, 3.244, 1.462], [-5.361, 3.302, -1.336], [-3.685, 1.275, -2.492], [6.666, 6.020, -7.232], [6.572, 5.091, -6.438], [5.540, 5.055, -5.390], [5.476, 4.036, -4.531], [4.507, 3.994, -3.545], [6.442, 2.905, -4.598], [6.369, 1.992, -3.783], [7.459, 2.929, -5.661], [7.521, 3.946, -6.523], [8.472, 3.975, -7.526], [4.845, 5.884, -5.351], [4.671, 3.160, -3.053], [8.144, 2.092, -5.710], [8.312, 4.811, -8.014], [5.995, -5.300, -3.619], [6.214, -4.705, -2.570], [5.654, -3.373, -2.291], [5.926, -2.745, -1.146], [5.401, -1.495, -0.876], [6.804, -3.363, -0.114], [7.050, -2.753, 0.921], [7.344, -4.704, -0.382], [7.070, -5.334, -1.526], [7.572, -6.597, -1.784], [5.020, -2.935, -3.051], [5.744, -1.253, 0.012], [7.967, -5.149, 0.384], [7.234, -6.835, -2.674], [-10.849, -2.581, 2.726], [-10.174, -1.723, 2.168], [-9.150, -2.058, 1.165], [-8.421, -1.100, 0.589], [-7.459, -1.408, -0.356], [-8.611, 0.334, 0.939], [-7.913, 1.190, 0.406], [-9.651, 0.671, 1.924], [-10.383, -0.286, 2.497], [-11.364, 0.024, 3.422], [-9.020, -3.104, 0.922], [-7.069, -0.547, -0.621], [-9.791, 1.720, 2.155], [-11.750, -0.838, 3.691], [-1.905, -2.377, 8.771], [-1.990, -2.336, 7.549], [-3.260, -2.063, 6.859], [-3.321, -2.042, 5.526], [-4.511, -1.783, 4.871], [-2.115, -2.297, 4.692], [-2.206, -2.289, 3.469], [-0.840, -2.547, 5.382], [-0.777, -2.564, 6.715], [0.418, -2.796, 7.370], [-4.130, -1.881, 7.477], [-4.296, -1.825, 3.913], [0.033, -2.713, 4.763], [0.202, -2.760, 8.327]],
  "e_homo_ev": -8.629,
  "smiles": "C[C@@H](CN(CP(=O)(O)O)S(=O)(=O)F)OCc1ccccc1.O=C1C=C(O)C(=O)C=C1O.O=C1C=C(O)C(=O)C=C1O.O=C1C=C(O)C(=O)C=C1O.O=C1C=C(O)C(=O)C=C1O",
  "lumo_energy_ev": -2.05,
  "orbital_gap_ev": 6.6
}

{
  "formula": "C35H33I2N2O5P2Sr",
  "method": "wB97M-V/def2-TZVPD",
  "elements": ["Sr", "O", "C", "O", "C", "C", "C", "C", "C", "N", "C", "O", "O", "H", "H", "H", "H", "I", "C", "I", "H", "H", "O", "N", "C", "C", "C", "C", "C", "C", "C", "P", "C", "C", "C", "C", "C", "C", "C", "C", "C", "C", "C", "C", "H", "H", "H", "H", "H", "H", "H", "H", "H", "H", "H", "H", "H", "H", "H", "H", "C", "P", "C", "C", "C", "C", "C", "C", "C", "H", "H", "H", "H", "H", "H", "H", "H", "H", "H", "H"],
  "xyz": [[-0.319, 0.926, 1.462], [-4.317, 0.001, 3.765], [-3.165, 0.364, 3.229], [-2.504, -0.371, 2.522], [-2.749, 1.751, 3.535], [-3.508, 2.688, 4.221], [-2.986, 3.970, 4.367], [-1.748, 4.266, 3.823], [-1.047, 3.240, 3.189], [-1.546, 2.031, 3.054], [0.300, 3.381, 2.498], [0.589, 4.463, 2.003], [0.944, 2.309, 2.435], [-4.531, -0.927, 3.572], [-4.475, 2.423, 4.616], [-3.553, 4.731, 4.883], [-1.328, 5.259, 3.870], [-1.780, 3.896, -0.142], [0.072, 4.740, -0.769], [1.663, 3.317, -0.840], [0.344, 5.485, -0.031], [-0.078, 5.160, -1.759], [0.772, 0.031, 3.970], [1.513, -0.439, 2.896], [2.341, -1.367, 3.145], [3.293, -1.844, 2.156], [4.436, -2.478, 2.651], [5.471, -2.858, 1.817], [5.372, -2.616, 0.457], [4.227, -2.030, -0.055], [3.178, -1.632, 0.770], [1.608, -1.023, 0.020], [0.835, -2.673, -0.148], [-0.294, -2.975, 0.608], [-0.869, -4.232, 0.517], [-0.344, -5.181, -0.345], [0.786, -4.885, -1.093], [1.389, -3.645, -0.978], [2.149, -0.628, -1.680], [3.218, 0.261, -1.820], [3.688, 0.600, -3.075], [3.067, 0.088, -4.206], [1.958, -0.733, -4.074], [1.496, -1.092, -2.820], [0.691, 0.980, 3.736], [2.443, -1.771, 4.156], [4.524, -2.653, 3.714], [6.346, -3.340, 2.224], [6.180, -2.886, -0.206], [4.160, -1.872, -1.120], [-0.715, -2.219, 1.269], [-1.733, -4.477, 1.117], [-0.807, -6.154, -0.429], [1.198, -5.622, -1.765], [2.287, -3.427, -1.539], [3.687, 0.666, -0.932], [4.541, 1.253, -3.174], [3.440, 0.338, -5.186], [1.456, -1.105, -4.955], [0.629, -1.734, -2.728], [-3.064, -1.618, -1.078], [-2.460, 0.057, -0.625], [-4.087, 0.801, -0.193], [-2.155, 0.764, -2.288], [-3.128, 0.949, -3.266], [-2.799, 1.566, -4.460], [-1.504, 2.001, -4.694], [-0.519, 1.767, -3.750], [-0.846, 1.146, -2.559], [-3.936, -1.543, -1.728], [-3.332, -2.146, -0.166], [-2.277, -2.172, -1.583], [-4.733, 0.853, -1.068], [-3.956, 1.808, 0.201], [-4.563, 0.178, 0.562], [-4.147, 0.622, -3.113], [-3.554, 1.717, -5.218], [-1.262, 2.516, -5.610], [0.500, 2.068, -3.940], [-0.074, 0.938, -1.824]],
  "e_homo_ev": -10.810,
  "charge": 1,
  "lumo_energy_ev": -3.23,
  "orbital_gap_ev": 7.6
}